P | 19
Properties=species:S:1:pos:R:3:mulliken_charge:R:1 method="wB97M-V/def2-TZVPD" e_lumo_ha="-0.1389 / -0.1442" charge=+1 gap_ev="8.7 / 7.9" homo_energy_ha="-0.4590 / -0.4336"
C 1.6817 0.1348 1.5364 -1.069
C 0.5324 -1.8972 -1.3677 -1.042
C 0.2776 0.0695 1.1396 -0.554
C 0.8062 -0.3843 -1.2958 -0.094
N -0.5695 1.3040 1.1424 -0.105
P -0.3351 0.8068 -1.8914 -0.188
H 1.6296 0.2598 2.6130 0.399
H 2.3358 0.9638 1.0803 0.428
H 2.0930 -0.9077 1.2515 0.263
H -0.5325 -2.0437 -1.6331 0.349
H 0.7369 -2.4476 -0.4291 0.258
H 1.0910 -2.5567 -2.0762 0.321
H -0.2580 -0.8983 1.0803 0.493
H 1.7945 0.0194 -0.9771 0.439
H 0.0642 2.0667 1.2859 0.407
H -1.3766 1.2645 1.8425 0.385
H -0.8473 1.3491 0.1458 0.080
H -0.6376 0.2787 -3.0397 0.129
H 0.6082 1.7493 -2.3040 0.100


Q | 19
Properties=species:S:1:pos:R:3:mulliken_charge:R:1 method="wB97M-V/def2-TZVPD" e_lumo_ha="-0.1605 / -0.1778" charge=+1 gap_ev="9.4 / 7.0" homo_energy_ha="-0.5046 / -0.4343"
C -3.0003 -0.2706 -1.0248 -0.992
C 3.9735 0.6559 0.1965 -0.742
C -2.3473 0.4681 0.1235 -0.306
C -0.6294 -0.9390 0.8660 -0.830
N -0.7825 0.3494 0.3119 -0.077
P 2.6878 -0.1997 -0.8177 -0.055
H -2.4380 0.0608 -1.9105 0.296
H -2.6346 -1.3646 -0.9392 0.282
H -4.0113 -0.1357 -1.1377 0.402
H 3.2551 0.9296 1.0115 0.200
H 4.3234 1.5602 -0.3359 0.282
H 4.8973 0.1520 0.5150 0.336
H -2.6751 0.0180 1.0856 0.335
H -2.5574 1.5613 0.1572 0.374
H -0.3320 -1.7359 0.2243 0.375
H -0.7086 -0.9982 1.8892 0.443
H -0.3466 0.9602 1.0506 0.390
H -0.0688 0.3680 -0.4264 0.197
H 3.3949 -1.4399 -0.8390 0.089


Of them, the most stable is P and the least stable is Q.


P | 13
Properties=species:S:1:pos:R:3:mulliken_charge:R:1 method="wB97M-V/def2-TZVPD" e_lumo_ha=0.0304 smiles="BrC=C1CCC1" gap_ev=9.9 homo_energy_ha=-0.3336
C -0.8726 0.6093 0.5513 -0.542
C -0.1967 -0.8133 0.7095 -0.641
C 0.0339 0.8818 -0.6730 -0.404
C 0.8540 -0.5164 -0.4093 0.377
C 1.6930 -1.4301 -0.8963 -0.672
Br 2.0161 -3.1640 -0.0574 -0.181
H -1.9351 0.3439 0.4705 0.296
H -0.6189 1.1309 1.4851 0.237
H 0.3288 -1.1840 1.6379 0.347
H -0.8136 -1.6598 0.4260 0.303
H -0.3782 0.7107 -1.7465 0.216
H 0.8446 1.6813 -0.6976 0.292
H 2.3022 -1.1280 -1.7968 0.373


Q | 13
Properties=species:S:1:pos:R:3:mulliken_charge:R:1 method="wB97M-V/def2-TZVPD" e_lumo_ha=-0.0176 gap_ev=9.1 homo_energy_ha=-0.3524
C -1.6544 1.9888 1.6703 -0.578
C -2.5751 1.2386 1.2239 0.032
C 0.7037 -1.3768 -0.0191 -0.470
C 1.5573 -0.7444 -1.0935 -0.419
C 0.0517 -0.3964 -0.9185 -0.260
Br -1.3466 -0.9941 -2.1190 -0.166
H -0.8502 1.5243 2.2376 0.266
H -1.4849 3.0476 1.7648 0.279
H 0.0887 0.5306 -0.5580 0.445
H 0.5579 -2.4919 -0.1725 0.225
H 0.8885 -1.1198 1.0020 0.190
H 2.2797 0.0668 -0.9827 0.231
H 1.7836 -1.2733 -2.0351 0.225


Of them, the most stable is P and the least stable is Q.


P | 23
Properties=species:S:1:pos:R:3:mulliken_charge:R:1 method="wB97M-V/def2-TZVPD" e_lumo_ha=0.0256 gap_ev=9.3 homo_energy_ha=-0.3173
C -2.7824 -1.2682 1.1936 -1.166
C 1.8707 1.8700 0.7999 -0.767
C -1.8818 0.2472 -1.1656 -0.998
C 2.3280 -1.1482 -0.5867 -0.646
C -1.5144 -0.5032 1.0665 0.027
N 1.3717 1.4167 -0.4863 -0.275
N -1.1927 0.2142 0.0763 -0.342
O 2.1587 0.4560 -2.6400 -0.601
S 2.6137 0.5612 -1.2713 0.514
H -3.5881 -0.5399 0.9661 0.285
H -2.7920 -2.0610 0.4445 0.291
H -3.0668 -1.7652 2.1043 0.351
H 1.6554 1.0449 1.6228 0.198
H 1.2707 2.7958 0.9759 0.284
H 2.9848 1.9660 0.9144 0.353
H -1.0724 0.5003 -1.9308 0.261
H -2.1670 -0.7369 -1.3527 0.389
H -2.7310 0.8976 -1.1151 0.309
H 1.3473 -1.1695 -0.0818 0.073
H 2.5698 -1.9401 -1.4157 0.301
H 3.0351 -1.3920 0.2522 0.302
H -0.9149 -0.3008 1.9254 0.454
H 0.4972 0.8549 -0.2958 0.401


Q | 23
Properties=species:S:1:pos:R:3:mulliken_charge:R:1 method="wB97M-V/def2-TZVPD" e_lumo_ha="0.0194 / 0.0194" smiles="CC(C)(C)[S@](C)(=O)=NN" gap_ev="7.9 / 7.9" homo_energy_ha="-0.2709 / -0.2710"
C -1.2392 -1.1440 0.9300 -1.292
C -0.3196 1.2208 1.4266 -1.674
C -1.2854 0.8017 -0.8944 -1.587
C 1.2670 -1.3528 -1.8016 -1.180
C -0.7417 0.1911 0.4077 1.326
N 2.4328 0.4965 -0.4927 -0.264
N 2.8619 1.4345 0.3993 -0.534
O 1.4654 -1.8090 1.0658 -0.722
S 1.1956 -0.4358 -0.2197 0.722
H -2.2483 -1.3495 0.3426 0.336
H -0.6210 -1.9553 0.6534 0.396
H -1.3210 -1.0418 1.9694 0.338
H -1.3059 1.4360 2.0110 0.437
H -0.0679 2.1551 0.9837 0.368
H 0.3931 0.8035 2.0831 0.497
H -1.7919 0.0631 -1.4927 0.451
H -2.0265 1.5366 -0.8753 0.454
H -0.4714 1.0932 -1.5123 0.378
H 1.4815 -0.7034 -2.5748 0.413
H 2.1170 -2.0892 -1.5538 0.320
H 0.4756 -1.9759 -2.1211 0.392
H 2.9483 0.9075 1.2566 0.223
H 3.6172 2.0207 0.2170 0.203


Of them, the most stable is P and the least stable is Q.


P | 54
Properties=species:S:1:pos:R:3:mulliken_charge:R:1 method="wB97M-V/def2-TZVPD" e_lumo_ha=-0.0082 gap_ev=7.5 homo_energy_ha=-0.2853
C -1.0730 2.3637 -2.4792 -1.014
O -0.8213 1.1345 -1.8081 -0.467
H -1.3493 3.1678 -1.7972 0.310
H -0.1619 2.7444 -2.9407 0.339
H -1.8789 2.1515 -3.1817 0.290
H -0.4688 0.5289 -2.4642 1.484
C -0.2543 -1.0677 -2.6518 -1.068
O 0.2269 0.2064 -3.0632 -0.400
H -0.4070 -1.6840 -3.5378 0.419
H 0.3937 -1.5327 -1.9087 0.005
H -1.1572 -0.8111 -2.0977 0.728
H 0.9833 0.0432 -3.6314 0.454
C 3.1784 -2.5608 0.9386 -0.303
O 3.9973 -1.8922 1.8747 -0.408
H 2.7665 -3.5034 1.2990 0.355
H 2.4140 -1.8413 0.6451 0.007
H 3.6685 -2.8088 -0.0029 0.312
H 4.6611 -2.5061 2.1974 0.397
C -3.0737 2.0183 -0.3755 -1.101
O -2.5077 0.8526 -0.9554 -0.668
H -3.2408 2.7879 -1.1291 0.402
H -4.0206 1.7948 0.1161 0.296
H -2.4582 2.4462 0.4158 0.133
H -1.6680 1.0215 -1.3889 1.184
C 0.7998 -0.1770 0.2544 -3.920
O -0.4657 -0.1538 -0.3209 -1.053
H 1.6362 -0.7628 -0.1268 0.636
H 1.1911 0.8391 0.3058 0.151
H 0.6478 -0.5521 1.2665 1.821
H -0.4315 0.3952 -1.1077 0.505
C -2.0894 -0.6558 1.5395 -0.469
O -2.4785 0.2530 2.5250 -0.664
H -2.8994 -1.3549 1.3313 0.429
H -1.9828 -0.1274 0.5921 0.739
H -1.1412 -1.1326 1.7877 0.406
H -1.6998 0.5039 3.0273 0.439
C 3.2631 0.5702 0.9540 -0.712
O 2.6664 -0.3779 1.8105 -0.776
H 2.5885 1.4102 0.7878 0.342
H 4.1839 0.9346 1.4093 0.325
H 3.5051 0.0952 0.0033 0.252
H 3.2241 -1.1534 1.9056 0.624
C -0.5744 1.6273 1.4801 -1.234
O -0.3056 3.0207 1.5265 -0.637
H 0.3346 1.0542 1.6626 0.610
H -1.2476 1.3033 2.2738 0.251
H -0.9601 1.3125 0.5104 0.299
H -1.0832 3.5152 1.2575 0.501
C -0.6043 -2.5073 0.3382 -1.844
O -1.5147 -1.7553 -0.4364 -0.478
H -1.0399 -2.8414 1.2799 0.360
H -0.3715 -3.4408 -0.1740 0.330
H 0.3410 -2.0588 0.6438 0.944
H -1.2411 -0.8368 -0.3807 0.139


Q | 54
Properties=species:S:1:pos:R:3:mulliken_charge:R:1 method="wB97M-V/def2-TZVPD" e_lumo_ha=0.0177 smiles=CO.CO.CO.CO.CO.CO.CO.CO.CO gap_ev=10.3 homo_energy_ha=-0.3602
C -1.5366 0.1299 -0.6017 -0.659
O -1.2310 -1.1017 -0.0170 -0.440
H -2.3271 0.6977 -0.1534 0.414
H -1.9297 0.0962 -1.6304 0.405
H -0.6040 0.8001 -0.6639 -0.020
H -0.9381 -0.8804 0.8713 0.073
C 1.7856 2.9385 -0.2818 -0.458
O 1.3023 3.8876 0.6551 -0.562
H 2.5172 2.3200 0.2078 0.355
H 2.3181 3.3327 -1.1190 0.515
H 1.0756 2.3237 -0.7793 -0.110
H 0.5489 4.3581 0.3673 0.320
C -1.7692 3.7849 -0.3504 -0.227
O -1.0541 4.8818 -0.8148 -0.538
H -1.3314 3.2131 0.4647 -0.013
H -2.0259 3.0690 -1.1199 0.078
H -2.7690 4.1377 -0.0600 0.447
H -1.1281 5.6827 -0.3142 0.290
C -0.1334 1.3590 2.2233 -0.443
O -0.1337 -0.0712 2.4346 -0.411
H 0.2899 1.8760 3.0171 0.465
H -1.2192 1.6610 2.1985 0.298
H 0.3526 1.5923 1.2899 -0.079
H -0.6890 -0.2998 3.1977 0.225
C 1.9110 -0.7757 -0.4385 0.266
O 3.3128 -0.8114 -0.6465 -0.577
H 1.5320 -1.7615 -0.4372 -0.159
H 1.3783 -0.3789 -1.2528 0.200
H 1.6921 -0.2359 0.4914 -0.035
H 3.6242 -1.6535 -0.7790 0.306
C 1.2197 -3.2169 1.7360 -0.577
O 2.5838 -3.1903 1.9222 -0.559
H 0.7615 -2.2806 1.3698 0.161
H 0.8911 -3.2539 2.7218 0.336
H 0.8506 -4.0401 1.1640 0.361
H 2.9877 -3.5126 1.0970 0.303
C -1.9426 -2.9366 2.8970 -0.672
O -1.4380 -2.2283 4.0051 -0.499
H -2.2071 -3.9538 3.1859 0.351
H -1.4421 -2.9219 2.0021 0.174
H -2.9159 -2.5269 2.7417 0.392
H -2.0908 -2.3260 4.6820 0.293
C 0.0778 2.6796 -3.5808 -0.467
O 0.2370 2.7748 -4.9719 -0.536
H 0.1853 1.6740 -3.2499 0.324
H -0.9384 2.8848 -3.1667 0.166
H 0.6138 3.4453 -2.9814 0.176
H -0.6182 2.6654 -5.3901 0.331
C -0.1958 -3.9720 -1.7660 -0.062
O 0.7151 -3.4757 -2.7773 -0.508
H -0.0426 -5.0285 -1.6166 0.359
H -1.2974 -3.7890 -2.0126 0.177
H -0.0555 -3.4518 -0.8537 -0.232
H 1.2401 -4.1910 -3.1163 0.283


R | 54
Properties=species:S:1:pos:R:3:mulliken_charge:R:1 method="wB97M-V/def2-TZVPD" e_lumo_ha=-0.0001 smiles=CO.CO.CO.CO.CO.CO.CO.CO.CO gap_ev=9.8 homo_energy_ha=-0.3606
C -3.5560 -2.7043 -0.3361 0.122
O -3.4380 -4.2003 -0.2721 -0.515
H -2.7350 -2.2473 -0.0041 -0.417
H -4.4240 -2.3953 0.3129 0.313
H -3.4430 -2.2473 -1.4131 0.235
H -2.8200 -4.4853 0.4049 0.288
C 1.8820 4.5567 -0.3941 -0.334
O 2.5180 4.9547 -1.5281 -0.501
H 2.5990 4.2467 0.5159 0.225
H 1.2840 3.4607 -0.6061 0.005
H 1.2940 5.4897 -0.0631 0.281
H 3.4850 4.6707 -1.4161 0.340
C -0.7250 -1.7363 3.0539 -0.736
O 0.5180 -1.3263 2.5739 -0.570
H -0.9780 -1.4543 4.0419 0.393
H -0.8970 -2.7183 3.1109 0.421
H -1.6290 -1.2593 2.4359 0.101
H 1.0210 -1.0333 3.4209 0.320
C 0.3120 -4.2403 -0.6171 0.028
O 0.4110 -5.3843 -1.4131 -0.540
H -0.7370 -3.9803 -0.6381 -0.264
H 1.0460 -3.5443 -0.9681 0.236
H 0.3260 -4.7073 0.5289 0.232
H -0.4940 -5.4383 -1.8351 0.321
C -0.0800 2.5307 3.1409 -0.104
O -1.1230 3.0897 3.8659 -0.495
H 0.8260 2.4687 3.6949 0.344
H -0.0080 2.8987 2.1709 0.264
H -0.1240 1.4857 3.0209 -0.212
H -1.8980 2.7987 3.7219 0.253
C 0.1570 -1.9133 -3.4231 -0.484
O 1.1870 -1.1293 -2.9481 -0.567
H -0.5170 -2.0093 -2.6021 0.028
H 0.5010 -2.8213 -3.7861 0.281
H -0.3030 -1.3823 -4.1731 0.313
H 1.1500 -0.9753 -2.0081 0.450
C -2.6360 2.6787 -1.1281 -0.505
O -3.5800 3.6567 -1.1551 -0.522
H -1.8110 2.9627 -0.5181 0.267
H -2.2030 2.3967 -2.0761 0.326
H -2.8140 1.5767 -0.7611 0.073
H -3.3700 4.1667 -2.0571 0.369
C -0.1700 0.2027 -0.1651 -0.523
O 0.7610 -0.8103 -0.2711 -0.414
H -0.9770 0.0417 0.4879 0.366
H -0.6630 0.3667 -1.1101 0.309
H 0.3360 1.1617 0.0709 -0.008
H 0.6070 -1.2053 0.6699 0.223
C 3.9420 0.8637 -0.3311 -0.488
O 5.2390 1.4937 -0.1931 -0.551
H 3.7350 0.9397 0.6479 0.348
H 4.0160 -0.1823 -0.5721 0.349
H 3.1110 1.5397 -0.9621 0.048
H 5.8870 0.8307 -0.1461 0.281


S | 54
Properties=species:S:1:pos:R:3:mulliken_charge:R:1 method="wB97M-V/def2-TZVPD" e_lumo_ha=0.0083 gap_ev=8.4 homo_energy_ha=-0.3010
C 18.9259 12.1137 18.6505 2.787
O 20.0972 11.5935 17.9815 -0.863
H 18.8801 13.1803 18.4305 -3.258
H 18.0645 11.6937 18.1311 -0.106
H 18.9499 11.8460 19.7069 0.475
H 20.0932 11.8113 17.0465 0.135
C 16.8358 14.0886 19.7803 -0.046
O 15.6179 13.5612 19.3468 -0.599
H 17.5725 13.4665 19.2719 -0.033
H 17.0631 15.0743 19.3744 0.351
H 16.9965 14.0309 20.8568 0.169
H 15.2204 14.1080 18.6651 0.360
C 19.0314 11.3911 15.2093 -0.814
O 20.0770 10.9969 16.1148 -0.754
H 19.2254 12.4108 14.8764 0.421
H 19.2949 10.7496 14.3683 0.385
H 18.0291 11.1899 15.5876 0.230
H 19.7130 10.1660 16.4290 0.355
C 22.5835 10.3496 17.4081 -0.117
O 22.5690 9.1069 18.1365 -0.753
H 23.6176 10.6799 17.3107 0.491
H 22.1187 10.2883 16.4240 0.057
H 21.9905 11.1240 17.8948 -0.114
H 21.6672 8.9602 18.4310 0.579
C 19.1553 14.5825 15.7364 -0.884
O 18.3664 14.4306 16.8788 -0.719
H 18.6044 14.4443 14.8060 0.273
H 19.6523 15.5525 15.7457 0.272
H 19.9267 13.8137 15.7819 0.168
H 18.8863 14.7404 17.6241 0.419
C 18.1334 9.0151 16.7532 0.006
O 19.2903 9.0213 15.8959 -0.473
H 18.1201 8.3083 17.5828 0.211
H 18.1070 10.0306 17.1484 -0.227
H 17.2312 8.8631 16.1608 0.386
H 19.0646 8.5210 15.1083 0.390
C 20.3860 14.7424 18.9535 -0.988
O 19.3311 15.3346 18.3952 -0.363
H 20.5124 13.6731 18.7839 0.409
H 21.2779 15.2429 18.5763 0.389
H 20.3883 14.9970 20.0133 0.409
H 19.5382 16.1699 17.9699 0.542
C 20.5562 9.2632 19.7894 -0.983
O 20.4546 9.5638 18.3528 -0.727
H 20.2189 9.9568 20.5596 0.228
H 20.1852 8.2592 19.9953 0.371
H 21.6219 9.1250 19.9718 0.400
H 20.2841 10.5052 18.2735 1.069
C 18.9142 14.1741 21.2300 -1.292
O 20.2306 13.7751 21.6948 -0.508
H 19.0089 15.2567 21.3149 0.494
H 18.7724 13.8926 20.1866 0.631
H 18.1008 13.7548 21.8222 0.448
H 20.2008 12.8896 22.0643 0.312


Of them, the most stable is Q and the least stable is P.